No. 1
Density functional theory data (the ωB97M-V functional and the def2-TZVPD basis) for a molecular structure, C30H45ClFeO2P2 in a non-equilibrium geometry.

XYZ file:
```
81
Properties=species:S:1:pos:R:3
Fe 0.88 0.97 -0.25
C 2.81 1.78 0.30
C 2.22 2.58 -0.75
C 0.81 2.65 1.11
C 1.93 1.83 1.45
C 0.98 3.12 -0.24
C 4.19 1.22 0.35
H 4.55 0.93 -0.65
H 4.23 0.34 1.01
H 4.90 1.96 0.75
C 2.24 1.34 2.82
H 3.24 0.91 2.88
H 1.52 0.57 3.16
H 2.17 2.17 3.54
C -0.19 3.17 2.09
H 0.23 4.01 2.67
H -0.48 2.38 2.79
H -1.10 3.53 1.59
C 0.13 4.18 -0.86
H 0.52 5.18 -0.61
H -0.91 4.13 -0.49
H 0.11 4.10 -1.96
C 2.84 2.93 -2.04
H 3.46 3.84 -1.94
H 2.08 3.14 -2.81
H 3.50 2.13 -2.40
C 0.00 -3.67 -1.92
C 1.10 -3.49 -2.66
C 1.11 -3.39 -4.16
C -0.14 -2.73 -4.79
C -0.73 -1.57 -4.04
C -1.82 -1.71 -3.26
C -2.35 -3.03 -2.80
C -1.30 -4.13 -2.50
H 1.22 -4.39 -4.61
H -0.90 -3.50 -4.99
H 2.00 -2.82 -4.48
H -1.13 -4.73 -3.40
H 0.07 -3.68 -0.82
H 2.10 -3.63 -2.23
H -1.76 -4.82 -1.77
H -2.96 -2.87 -1.90
H -2.47 -0.87 -2.99
H -3.05 -3.45 -3.55
H 0.16 -2.37 -5.78
H -0.32 -0.59 -4.31
P 1.17 -1.11 0.04
C 1.24 -2.31 1.32
C 2.43 -1.21 -1.26
P -1.09 0.80 -1.09
C -0.52 -0.99 -0.77
C -1.05 1.38 -2.81
C -2.76 1.02 -0.45
H 0.75 -1.89 2.25
H 2.30 -2.52 1.55
H 0.74 -3.24 1.05
H 2.03 -1.66 -2.18
H 3.26 -1.80 -0.87
H 2.81 -0.21 -1.54
H -3.44 0.30 -0.94
H -3.08 2.05 -0.65
H -2.74 0.84 0.63
H -1.27 -1.50 -0.15
H -0.40 -1.53 -1.71
H -1.43 2.41 -2.83
H -1.65 0.76 -3.47
H -0.01 1.39 -3.17
Cl -4.36 1.43 7.96
C -3.40 0.94 6.64
C -2.40 -0.03 6.82
C -1.62 -0.42 5.73
C -1.85 0.11 4.46
C -2.84 1.09 4.29
C -3.61 1.52 5.37
C -1.02 -0.37 3.28
O -0.01 -1.09 3.57
O -1.39 0.00 2.13
H -2.24 -0.47 7.80
H -0.83 -1.15 5.86
H -2.99 1.52 3.30
H -4.38 2.28 5.25
```

* charge: +1
* HOMO-LUMO gap (alpha / beta): 7.52 / 5.62 eV
* LUMO level (alpha / beta): -2.44 / -4.71 eV
* spin multiplicity: 6
* E: -3726.831273 Ha
* HOMO energy (alpha / beta): -9.954 / -10.323 eV

These are the Löwdin partial charges, in e, on atoms 1 to 2: atom 1 (Fe): 0.50, atom 2 (C): -0.29



No. 2
Density functional theory data (the ωB97M-V functional and the def2-TZVPD basis) for a single C6H13N3 molecule in a non-equilibrium geometry.

XYZ file:
```
22
Properties=species:S:1:pos:R:3
C -2.66 0.16 -1.09
C -0.42 1.80 0.56
C 0.81 -1.70 -1.01
N -1.28 0.45 -1.45
C 1.76 -0.12 0.89
C -0.20 0.60 -0.30
C 0.60 -0.42 -0.29
N 1.39 -0.61 2.12
N 2.88 0.33 0.55
H -0.97 -0.16 -2.19
H 2.00 -0.47 2.92
H 0.42 -0.79 2.31
H 3.57 0.39 1.31
H -2.82 -0.86 -0.70
H -3.31 0.29 -1.97
H -3.00 0.87 -0.34
H 0.48 2.04 1.12
H -1.27 1.66 1.23
H -0.65 2.64 -0.10
H 0.21 -1.78 -1.92
H 1.87 -1.77 -1.29
H 0.58 -2.55 -0.36
```

* charge: 0
* relative energy (zero: lowest compared OMol25 entry of this formula, charge and spin): 181.0 kJ/mol
* HOMO-LUMO gap: 9.03 eV
* LUMO level: 0.86 eV
* E: -400.624073 Ha
* structure (SMILES): [H]/N=C(N)/C(C)=C(\C)NC
* HOMO energy: -8.169 eV

These are the Löwdin partial charges, in e, on atoms 1 to 2: atom 1 (C): -0.15, atom 2 (C): -0.04



No. 3
Density functional theory data (the ωB97M-V functional and the def2-TZVPD basis) for 2 unconnected molecules or ions with the total composition C4H10N2O2 in a non-equilibrium geometry.

XYZ file:
```
18
Properties=species:S:1:pos:R:3
C -2.20 -0.10 -2.02
C -2.59 -0.21 -0.60
O -3.75 -0.28 -0.23
N -1.62 -0.10 0.37
H -1.92 -0.03 1.33
H -0.66 -0.23 0.07
H -3.02 -0.32 -2.71
H -1.32 -0.70 -2.25
H -1.93 0.95 -2.17
C 1.63 1.14 0.88
C 1.81 -0.32 0.59
O 1.09 -1.03 -0.08
N 2.94 -0.87 1.14
H 0.60 1.47 0.83
H 2.27 1.64 0.15
H 3.09 -1.86 0.98
H 3.51 -0.48 1.88
H 2.08 1.33 1.86
```

* charge: 0
* relative energy (zero: lowest compared OMol25 entry of this formula, charge and spin): 42.3 kJ/mol
* HOMO-LUMO gap: 9.77 eV
* LUMO level: 0.56 eV
* E: -418.444862 Ha
* structure (SMILES): CC(N)=O.CC(N)=O
* HOMO energy: -9.202 eV

These are the Löwdin partial charges, in e, on atoms 1 to 2: atom 1 (C): -0.01, atom 2 (C): -0.60



No. 4
Density functional theory data (the ωB97M-V functional and the def2-TZVPD basis) for a molecular structure, C5H16F9FeN4O15S3 in a non-equilibrium geometry.

XYZ file:
```
53
Properties=species:S:1:pos:R:3
Fe 0.01 -0.38 -0.18
C -0.16 -4.48 1.72
F 1.15 -4.78 1.55
F -0.89 -4.59 0.58
F -0.69 -5.22 2.71
S -0.22 -2.64 2.43
O 0.96 -2.46 3.27
O -0.17 -1.73 1.25
O -1.52 -2.65 3.08
C -1.53 2.93 -2.95
F -2.43 3.46 -3.74
F -0.39 2.99 -3.67
F -1.53 3.69 -1.83
S -2.03 1.10 -2.45
O -3.47 1.23 -2.18
O -1.68 0.29 -3.59
O -1.18 0.76 -1.26
C 4.35 0.12 -0.46
F 4.26 -0.83 -1.37
F 5.60 0.04 -0.06
F 4.07 1.31 -1.02
S 3.21 -0.16 1.08
O 1.82 -0.31 0.56
O 3.66 -1.40 1.68
O 3.29 0.99 2.00
O 1.23 -0.22 -1.88
H 1.52 -0.94 -2.44
H 1.59 0.57 -2.30
O -0.97 -1.84 -1.21
H -0.86 -2.26 -2.06
H -1.73 -2.29 -0.82
O -0.26 0.99 1.37
H 0.04 0.90 2.28
H -0.99 1.61 1.42
O 1.59 -2.82 -0.57
H 2.15 -2.81 -1.34
H 1.85 -3.61 -0.10
C -3.48 -0.62 1.19
O -2.38 -0.40 0.74
N -4.53 0.08 0.91
N -3.61 -1.34 2.22
H -5.39 -0.31 1.28
H -4.61 0.78 0.19
H -4.55 -1.31 2.57
H -2.88 -1.99 2.48
C 1.35 3.29 -0.28
O 1.15 2.17 -0.65
N 1.77 4.28 -1.08
N 1.22 3.81 0.91
H 1.75 4.05 -2.07
H 2.12 5.11 -0.63
H 0.87 3.13 1.58
H 1.62 4.72 1.10
```

* charge: 0
* HOMO-LUMO gap (alpha / beta): 9.73 / 7.40 eV
* LUMO level (alpha / beta): -0.26 / -2.48 eV
* spin multiplicity: 6
* E: -4904.870909 Ha
* HOMO energy (alpha / beta): -9.987 / -9.883 eV

These are the Löwdin partial charges, in e, on atoms 1 to 2: atom 1 (Fe): 1.15, atom 2 (C): -0.55